C47H51GeN5OPtS | the ωB97M-V functional and the def2-TZVPD basis

Each line ends with the Mulliken charge.
Atoms and positions in Å:
Pt -0.272200 0.034900 -0.400300  2.693
C -5.168300 -4.982500 0.801600  -1.483
C -4.021000 -5.336100 1.701700  0.652
C -4.139800 -6.385700 2.599500  -0.731
C -3.107100 -6.735100 3.449400  -0.775
C -1.917500 -6.033200 3.401700  -0.971
C -1.765600 -4.989200 2.509200  -0.086
C -2.812900 -4.627500 1.666900  0.252
N -2.668300 -3.592200 0.725000  0.329
C -1.911400 -2.450700 0.792800  -0.212
N -1.679800 -1.985600 2.037300  0.193
C -0.912500 -0.914800 2.527700  1.214
C -0.243300 -0.005200 1.710300  -1.332
C 0.475600 1.027400 2.297700  -0.455
C 0.540500 1.160300 3.673200  -1.313
C -0.128800 0.256400 4.474100  -0.988
C -0.865900 -0.781000 3.929300  1.281
C -1.598500 -1.712300 4.856700  -1.596
N -1.602000 -1.825800 -0.308800  0.386
C -1.739700 -2.494600 -1.534800  -1.339
C -0.976900 -3.635900 -1.811700  0.218
C -1.143900 -4.311600 -3.004600  -0.965
C -2.069600 -3.852200 -3.927500  -0.919
C -2.798200 -2.703500 -3.671900  -0.658
C -2.654900 -2.010400 -2.483300  1.108
C -3.441400 -0.773500 -2.180600  -1.316
H -6.044700 -5.559800 1.087600  0.428
H -4.943000 -5.211600 -0.242600  0.332
H -5.411200 -3.921800 0.873200  0.274
H -5.065000 -6.937900 2.634700  0.386
H -3.227900 -7.559700 4.131900  0.408
H -1.102800 -6.307000 4.051000  0.441
H -0.817900 -4.475300 2.439900  0.657
H -3.046100 -3.793500 -0.191600  0.338
H -2.097800 -2.549100 2.765200  0.080
H 0.979900 1.760000 1.680600  0.746
H 1.094600 1.969300 4.121100  0.511
H -0.084000 0.358300 5.547300  0.356
H -1.414200 -1.417400 5.887000  0.415
H -1.266900 -2.745400 4.749200  0.346
H -2.677900 -1.677600 4.700500  0.375
H -0.257200 -3.978000 -1.080200  0.570
H -0.555800 -5.190700 -3.224900  0.451
H -2.217400 -4.367700 -4.862200  0.432
H -3.481900 -2.340600 -4.422700  0.565
H -4.055700 -0.476000 -3.027300  0.500
H -2.759200 0.043400 -1.928100  -0.058
H -4.085100 -0.939000 -1.315600  0.375
C 2.732200 0.652600 -2.658200  -1.388
Ge 0.730200 0.518800 -2.602800  1.488
C 0.189900 2.186900 -3.606900  0.277
C 1.091800 2.764700 -4.490400  -0.914
C 0.764600 3.911800 -5.192000  -0.805
C -0.461800 4.522000 -4.996500  -0.653
C -1.367400 3.963000 -4.110600  -1.066
C -1.042800 2.803300 -3.430300  0.567
C 0.493100 -1.111500 -3.745700  0.450
C 1.389000 -2.128400 -3.516700  -0.566
C 1.573400 -3.152900 -4.451800  -1.175
C 0.849300 -3.157900 -5.614800  -0.835
C -0.132100 -2.174500 -5.852700  0.972
C -0.918700 -2.171500 -7.023800  -0.769
C -1.925000 -1.264000 -7.197800  -0.829
C -2.177900 -0.305500 -6.208200  -0.965
C -1.399800 -0.251000 -5.086000  -0.380
C -0.351700 -1.162800 -4.877700  0.401
H 3.090800 0.334900 -3.633600  0.528
H 3.158900 -0.002400 -1.910500  -0.344
H 3.067700 1.669000 -2.466000  0.539
H 2.060700 2.314800 -4.649400  0.381
H 1.472100 4.334700 -5.890500  0.436
H -0.709100 5.427000 -5.530400  0.400
H -2.326800 4.433400 -3.945600  0.468
H -1.761700 2.374300 -2.742200  0.471
H 1.981400 -2.114100 -2.610800  0.394
H 2.310800 -3.920600 -4.259100  0.451
H 1.007200 -3.929500 -6.355700  0.406
H -0.710800 -2.905400 -7.787000  0.468
H -2.532700 -1.280400 -8.089400  0.416
H -2.983700 0.398500 -6.341400  0.493
H -1.593600 0.482000 -4.320500  0.131
C -3.364600 1.447000 1.062700  -0.929
C -2.426100 2.464300 0.535000  0.032
N -1.318400 2.201900 -0.123500  0.559
C -0.729300 3.396400 -0.419000  -0.890
C -1.509700 4.403300 0.056700  -0.925
N -2.579700 3.800500 0.657800  -0.020
H -2.943300 0.462700 0.864800  -0.179
H -4.331900 1.529000 0.569500  0.426
H -3.501400 1.567200 2.136300  0.387
H 0.191300 3.456000 -0.963900  0.487
H -1.399200 5.465000 0.010500  0.455
H -3.339900 4.278300 1.114500  0.209
O 2.083200 -1.026500 -0.098600  -0.725
S 3.086200 -1.052200 1.000100  0.148
C 4.630900 -1.809300 0.285500  -0.838
C 5.467000 -0.690900 -0.305700  -0.413
C 5.341400 0.486400 0.655800  -0.823
C 3.870300 0.633000 1.018500  -0.327
H 4.344400 -2.561100 -0.444900  0.382
H 5.136300 -2.290600 1.121900  0.511
H 5.084500 -0.419000 -1.290000  0.171
H 6.505400 -1.000700 -0.432200  0.439
H 5.724700 1.400200 0.202400  0.357
H 5.917300 0.282700 1.558800  0.322
H 3.301300 1.220300 0.300100  0.039
H 3.726100 1.054800 2.011900  0.584

Forces on the atoms, in the same order (eV/Å):
Pt -1.468 0.158 2.028
C 0.074 0.010 0.030
C 0.014 0.156 0.017
C 0.090 0.011 -0.003
C 0.032 -0.026 0.010
C -0.025 -0.036 0.109
C 0.014 0.058 -0.138
C 0.013 -0.236 0.406
N -0.109 0.089 -0.321
C -0.533 -0.096 -0.446
N -0.100 -0.225 0.416
C 0.220 0.211 -0.273
C -0.218 -0.032 -0.901
C -0.023 0.015 -0.095
C 0.080 0.032 -0.105
C -0.056 -0.071 -0.052
C 0.074 0.065 0.032
C 0.034 0.013 -0.068
N 1.392 1.127 0.924
C -0.207 -0.534 -0.930
C -0.216 0.260 0.124
C -0.112 -0.059 0.004
C -0.078 0.081 0.009
C -0.070 -0.287 -0.020
C 0.231 -0.057 0.466
C 0.045 0.018 0.012
H -0.046 0.037 -0.078
H -0.037 0.033 -0.060
H -0.029 0.036 -0.055
H -0.164 -0.076 -0.015
H -0.011 -0.100 0.122
H 0.157 -0.032 0.080
H 0.094 0.058 -0.015
H 0.157 0.117 0.025
H -0.021 0.024 -0.148
H 0.007 0.026 -0.165
H 0.110 0.122 0.019
H -0.025 0.001 0.138
H -0.014 -0.037 0.013
H -0.024 -0.124 -0.017
H -0.094 -0.056 -0.038
H 0.070 0.009 0.068
H 0.052 -0.043 0.048
H 0.039 -0.106 -0.136
H -0.144 0.091 -0.067
H -0.028 0.001 -0.035
H -0.072 0.108 0.012
H -0.086 0.105 0.045
C -0.502 0.054 0.404
Ge 0.857 0.432 -1.561
C 0.013 -0.678 0.692
C 0.159 -0.160 -0.009
C 0.046 0.147 -0.113
C -0.002 0.026 -0.029
C -0.153 0.068 0.011
C -0.118 -0.095 0.047
C 0.090 0.244 0.643
C -0.054 0.440 0.121
C -0.026 -0.233 -0.366
C 0.265 -0.057 0.165
C 0.043 0.253 0.192
C -0.199 -0.037 -0.133
C 0.122 -0.266 -0.145
C 0.072 0.230 0.351
C -0.239 0.184 -0.147
C 0.223 -0.179 -0.380
H -0.107 0.020 -0.163
H -0.028 -0.109 0.053
H -0.005 0.139 0.021
H 0.105 -0.047 -0.026
H 0.063 0.032 -0.039
H -0.032 0.075 -0.059
H -0.072 0.029 -0.011
H -0.061 -0.017 0.009
H 0.135 -0.015 0.049
H 0.004 -0.068 -0.028
H 0.020 -0.052 -0.071
H -0.005 -0.163 -0.096
H -0.012 -0.030 -0.121
H -0.121 0.121 -0.001
H -0.100 0.117 -0.004
C -0.018 0.013 -0.010
C -0.274 -0.419 0.144
N 0.851 -1.278 -0.194
C 0.029 0.665 0.075
C 0.499 0.054 -0.233
N -0.048 -0.259 0.011
H -0.075 -0.001 0.010
H -0.103 -0.053 0.019
H -0.039 -0.041 0.064
H 0.103 0.058 -0.086
H 0.033 0.248 0.002
H 0.016 -0.149 -0.025
O -0.934 -0.116 -0.915
S 1.219 0.216 0.386
C -0.332 0.253 0.213
C -0.009 0.117 -0.019
C 0.085 -0.035 -0.160
C -0.068 -0.389 0.303
H -0.251 -0.099 0.094
H 0.007 -0.047 0.076
H 0.024 0.009 0.006
H -0.025 -0.005 0.011
H 0.021 0.061 0.112
H 0.089 0.045 0.019
H -0.091 -0.107 -0.133
H -0.077 0.017 -0.002

Calculated total energy = -4764.820909 Eh
Highest occupied orbital energy (spin up / spin down) = -9.66 / -9.76 eV
Maximum force = 2.5 eV/A
Total charge = +1
Gap between HOMO and LUMO (spin up / spin down) = 0.24476 / 0.20411 hartree
<S²> = 0.76
Spin multiplicity = 2